Record 1
This record from OMol25 describes a molecular structure, C58H42ClF2LaN6O3. The level of theory is the ωB97M-V functional and the def2-TZVPD basis.

```
113
Properties=species:S:1:pos:R:3
La 0.04 1.36 0.66
Cl 5.80 3.68 5.29
C 4.66 3.44 3.97
C 5.12 3.45 2.61
C 4.29 3.16 1.58
C 2.90 2.96 1.83
O 2.12 2.67 0.86
C 2.47 3.04 3.18
C 1.09 3.08 3.53
N 0.07 2.89 2.78
C -1.13 3.13 3.43
C -1.31 3.07 4.78
C -2.50 3.40 5.40
C -3.57 3.75 4.65
C -3.49 3.77 3.21
C -4.61 3.99 2.40
C -4.44 3.84 1.03
C -3.17 3.55 0.52
N -2.09 3.37 1.25
C -2.24 3.45 2.62
C 3.33 3.30 4.23
H 6.20 3.63 2.44
H 4.70 3.13 0.57
H 0.97 3.37 4.57
H -0.55 2.66 5.41
H -2.56 3.30 6.47
H -4.49 4.11 5.10
H -5.63 4.17 2.78
H -5.25 4.00 0.34
H -3.08 3.49 -0.56
H 2.96 3.24 5.24
C 1.39 3.96 -1.95
O 0.33 3.06 -1.60
C -0.72 3.09 -2.48
C -0.85 3.93 -3.53
C -1.98 3.96 -4.36
C -3.01 3.10 -4.05
C -2.96 2.18 -3.03
C -1.76 2.10 -2.22
N -1.60 1.32 -1.17
N -2.84 0.95 -0.54
C -3.04 -0.33 -0.33
C -2.15 -1.41 -0.28
O -0.78 -1.26 -0.33
C -2.60 -2.70 -0.16
C -3.89 -3.09 0.15
C -4.84 -2.04 0.27
C -6.20 -2.21 0.64
C -7.08 -1.17 0.62
C -6.65 0.08 0.22
C -5.36 0.31 -0.05
C -4.39 -0.70 -0.01
H 1.89 3.64 -2.84
H 2.14 3.86 -1.18
H 1.07 5.00 -1.99
H -0.08 4.64 -3.72
H -2.06 4.60 -5.22
H -3.90 3.06 -4.67
H -3.77 1.49 -2.82
H -1.84 -3.46 -0.22
H -4.12 -4.14 0.25
H -6.40 -3.19 1.03
H -8.12 -1.29 0.84
H -7.29 0.96 0.15
H -5.01 1.30 -0.31
N 2.05 -0.06 1.14
C 3.12 -0.09 0.39
C 4.46 -0.27 0.79
C 5.53 -0.07 -0.03
C 5.46 0.28 -1.33
C 4.13 0.23 -1.91
C 3.89 0.37 -3.27
C 2.59 0.44 -3.71
C 1.52 0.37 -2.79
N 1.73 0.25 -1.52
C 3.00 0.11 -1.04
H 2.28 -0.20 2.11
H 0.47 -2.42 0.85
H 4.63 -0.47 1.82
H 6.48 -0.15 0.47
H 6.34 0.51 -1.91
H 4.71 0.44 -3.97
H 2.27 0.48 -4.73
H 0.50 0.45 -3.10
C 0.05 -2.30 -0.10
C 0.50 -3.12 -0.99
C 1.03 -4.21 -1.42
C 0.31 -5.48 -1.05
C 0.09 -6.53 -1.92
C -0.70 -7.61 -1.54
C -1.31 -7.69 -0.32
C -1.02 -6.70 0.61
C -0.26 -5.61 0.23
C 2.37 -4.31 -2.09
C 2.87 -3.19 -2.73
C 4.13 -3.21 -3.35
C 4.88 -4.36 -3.32
C 4.41 -5.47 -2.61
C 3.14 -5.45 -2.02
H 0.52 -6.53 -2.92
H -0.85 -8.41 -2.27
H -1.92 -8.54 -0.07
H -1.42 -6.73 1.62
H 0.01 -4.88 0.99
H 2.35 -2.27 -2.69
H 4.50 -2.28 -3.79
H 5.86 -4.45 -3.82
H 4.93 -6.42 -2.62
H 2.80 -6.36 -1.52
F 0.96 0.35 3.88
C -0.36 0.00 3.26
F -0.15 -1.35 2.87
H -1.01 -0.10 4.16
```

Calculated values
Total charge ... -2
Calculated total energy ... -94728.07039 eV


Record 2
This record from OMol25 describes a molecular structure, C58H47AgBF4NO2P2S2. The level of theory is the ωB97M-V functional and the def2-TZVPD basis.

```
118
Properties=species:S:1:pos:R:3
Ag -0.88 -1.31 0.34
N -2.80 -1.19 -2.44
P -1.49 -2.23 -1.97
C -2.03 -3.76 -2.79
C -2.92 -4.60 -2.12
C -3.41 -5.74 -2.74
C -3.00 -6.06 -4.03
C -2.10 -5.24 -4.69
C -1.61 -4.09 -4.07
C -0.12 -1.63 -3.00
C -0.28 -0.66 -3.98
C 0.83 -0.20 -4.69
C 2.09 -0.72 -4.43
C 2.25 -1.69 -3.45
C 1.16 -2.14 -2.72
P -3.02 0.22 -1.48
C -4.07 1.19 -2.62
C -5.41 0.89 -2.86
C -6.13 1.62 -3.80
C -5.52 2.66 -4.49
C -4.19 2.98 -4.24
C -3.47 2.25 -3.30
C -4.18 -0.28 -0.14
C -4.33 -1.60 0.27
C -5.06 -1.95 1.40
C -5.67 -0.95 2.14
C -5.53 0.38 1.76
C -4.78 0.71 0.64
H -3.64 -1.69 -2.74
H -3.21 -4.39 -1.10
H -4.10 -6.39 -2.21
H -3.37 -6.95 -4.51
H -1.76 -5.49 -5.69
H -0.90 -3.46 -4.60
H -1.27 -0.26 -4.18
H 0.70 0.55 -5.46
H 2.95 -0.36 -4.98
H 3.24 -2.09 -3.24
H 1.28 -2.88 -1.94
H -5.89 0.09 -2.31
H -7.17 1.38 -3.99
H -6.08 3.23 -5.22
H -3.72 3.79 -4.77
H -2.43 2.49 -3.09
H -3.85 -2.39 -0.29
H -5.13 -2.98 1.70
H -6.24 -1.20 3.02
H -6.01 1.17 2.34
H -5.04 2.60 0.89
C 5.51 -3.82 5.41
C 4.37 -3.20 4.64
C 3.77 -2.03 5.08
C 2.70 -1.47 4.39
C 2.26 -2.10 3.24
C 2.81 -3.29 2.80
C 3.87 -3.83 3.50
S 0.88 -1.35 2.37
O 0.06 -0.64 3.39
C 1.91 -0.22 1.40
C 2.62 -0.88 0.36
C 3.45 -0.17 -0.46
C 3.60 1.23 -0.29
C 4.47 1.97 -1.12
C 4.58 3.32 -0.98
C 3.81 3.99 -0.01
C 2.97 3.30 0.81
C 2.85 1.89 0.71
C 1.98 1.14 1.58
C 1.14 1.85 2.59
C 1.74 2.33 3.79
C 3.12 2.16 4.07
C 3.67 2.62 5.23
C 2.86 3.27 6.19
C 1.53 3.44 5.96
C 0.93 2.97 4.76
C -0.45 3.12 4.53
C -1.01 2.65 3.37
C -0.21 2.02 2.40
S -1.09 1.37 0.98
O -4.60 2.01 0.27
C -0.33 2.31 -0.33
C -0.43 3.69 -0.31
C 0.14 4.44 -1.33
C 0.80 3.82 -2.39
C 1.45 4.64 -3.47
C 0.86 2.43 -2.41
C 0.30 1.68 -1.39
H 5.81 -3.19 6.25
H 6.38 -3.97 4.76
H 5.23 -4.79 5.80
H 4.14 -1.53 5.97
H 2.22 -0.56 4.74
H 2.40 -3.80 1.93
H 4.32 -4.76 3.17
H 2.48 -1.95 0.22
H 3.98 -0.67 -1.26
H 5.04 1.44 -1.88
H 5.25 3.88 -1.62
H 3.89 5.07 0.09
H 2.37 3.83 1.55
H 3.74 1.65 3.34
H 4.72 2.47 5.43
H 3.30 3.63 7.11
H 0.90 3.93 6.70
H -1.07 3.60 5.28
H -2.07 2.74 3.19
H -0.94 4.18 0.51
H 0.07 5.52 -1.30
H 0.87 5.54 -3.70
H 1.58 4.07 -4.39
H 2.45 4.97 -3.15
H 1.37 1.93 -3.23
H 0.39 0.59 -1.42
F -1.09 -3.71 1.19
B -0.08 -4.46 0.50
F -0.62 -4.99 -0.68
F 0.42 -5.45 1.34
F 0.97 -3.54 0.14
```

Calculated values
Total charge ... 0
Calculated total energy ... -122296.79266 eV
Relative energy (zero: lowest compared OMol25 entry of this formula, charge and spin) ... 38.3 kJ/mol


Molecular weight? In order: 1083.37 1110.77 g/mol.
E_LUMO? In order: 3.97 0.05 eV.